{"formula": "C28H13Br4Cl2N2O5S3Ta", "method": "ωB97M-V with the def2-TZVPD basis set", "elements": ["H", "C", "H", "C", "O", "N", "O", "H", "C", "C", "S", "C", "C", "C", "C", "C", "C", "H", "S", "N", "C", "H", "H", "C", "C", "S", "O", "Br", "C", "H", "C", "C", "C", "C", "C", "C", "H", "H", "Br", "Cl", "H", "H", "C", "Br", "Cl", "C", "C", "C", "Ta", "Br", "O", "C", "C", "C", "H", "C", "O", "H"], "coordinates": [[-4.311929, 2.955063, -0.639661], [-3.802706, 1.585438, -3.721777], [4.556246, -0.596941, -2.920833], [2.514780, -0.215392, 2.858672], [-2.389038, 1.197137, 1.347180], [-0.673201, 0.442333, -0.382270], [2.059900, -1.196948, 2.065188], [-3.910531, -2.328342, -1.659794], [1.888444, 1.003303, 2.616951], [3.886314, 0.805828, 4.525012], [-1.657347, 1.657583, 0.209167], [3.265348, 2.033858, 4.275305], [2.749376, -4.356338, -1.086235], [-2.046947, 0.988559, -2.240557], [2.258323, 2.139587, 3.312064], [-3.595081, -1.374118, 2.058770], [3.167168, 2.223986, -1.668220], [1.595340, 2.182235, -0.191013], [-0.887887, -1.863046, 2.190813], [2.198113, 0.280267, -0.704775], [1.832432, -3.776686, -0.263037], [4.715465, 1.875565, -3.116818], [-4.271169, 1.542904, -4.696096], [-3.842529, -2.060108, -0.614778], [-2.452957, -1.798463, 1.373469], [3.653005, -3.200263, -1.967325], [-0.033112, -0.312483, -2.452655], [5.241241, 0.664703, 5.823593], [3.511191, -0.332681, 3.807422], [-5.909101, -1.546486, -0.398552], [-4.826570, -1.286126, 1.431428], [2.997606, -0.501577, -1.454674], [4.003249, 1.425872, -2.437399], [-2.660663, 1.711377, -1.239849], [-4.949467, -1.624593, 0.094066], [3.920852, 0.050403, -2.332349], [-5.678529, -0.939725, 1.998861], [-5.348639, 2.820243, -2.895955], [3.778927, 3.572697, 5.228754], [-3.490594, -0.913806, 3.719305], [-2.118259, 0.344698, -4.282361], [1.175258, -4.348448, 0.377156], [2.275980, 1.611390, -0.811354], [4.293068, -2.021500, 4.050713], [-1.239547, -2.671868, -0.868675], [-2.625223, -2.145331, 0.036946], [2.779153, -1.919749, -1.228967], [-0.811413, 0.305986, -1.761915], [0.699201, -0.795681, 0.710114], [1.379140, 3.739954, 2.886593], [-0.918424, 2.883200, 0.289105], [-2.606175, 0.916180, -3.504122], [-3.845493, 2.390815, -1.435570], [1.829350, -2.350679, -0.341573], [3.199537, 3.302023, -1.724196], [-4.414528, 2.310238, -2.700743], [0.945258, 0.921780, 1.677964], [2.947789, -5.407842, -1.220526]], "forces_ev_per_a": [[0.003, -0.003, 0.007], [0.002, -0.004, -0.010], [0.000, 0.000, -0.001], [0.020, -0.027, 0.034], [0.037, 0.071, 0.017], [0.031, -0.124, 0.003], [-0.081, 0.022, 0.051], [-0.003, -0.005, 0.001], [-0.019, -0.032, -0.035], [-0.005, 0.003, -0.003], [0.063, 0.088, -0.002], [-0.006, 0.000, -0.004], [0.030, 0.006, 0.021], [-0.007, -0.040, -0.016], [0.015, 0.001, 0.014], [-0.001, -0.047, 0.021], [0.001, 0.005, -0.004], [0.000, -0.005, 0.004], [0.022, -0.045, -0.108], [-0.059, -0.014, 0.022], [-0.029, -0.010, -0.024], [0.000, 0.000, -0.001], [-0.002, 0.004, 0.000], [0.015, 0.001, 0.006], [-0.023, 0.020, 0.072], [-0.026, -0.003, -0.016], [-0.048, -0.073, -0.019], [-0.001, 0.002, 0.000], [0.004, -0.029, 0.009], [-0.004, -0.004, 0.005], [0.011, -0.023, -0.010], [0.000, -0.014, 0.011], [0.001, -0.004, 0.007], [-0.024, -0.008, -0.006], [0.003, 0.017, 0.013], [-0.005, 0.005, 0.002], [-0.001, 0.002, -0.001], [0.000, -0.002, -0.005], [0.003, 0.000, 0.004], [-0.003, -0.016, -0.009], [-0.001, -0.003, 0.002], [-0.002, 0.002, 0.000], [-0.007, -0.011, -0.001], [-0.001, 0.008, 0.000], [0.014, -0.048, -0.042], [-0.032, 0.003, -0.048], [0.020, 0.010, -0.028], [0.044, 0.064, 0.047], [0.088, 0.101, -0.055], [-0.004, 0.005, -0.005], [-0.049, -0.028, 0.014], [0.003, 0.006, 0.008], [0.012, 0.004, -0.016], [-0.047, 0.011, 0.018], [0.003, 0.000, -0.004], [-0.004, 0.006, 0.010], [0.048, 0.158, 0.043], [0.005, 0.000, 0.005]], "lowdin_charge": [0.13, -0.05, 0.11, -0.36, -0.27, -0.23, -0.26, 0.11, -0.37, -0.74, 0.65, -0.74, -0.40, -0.14, -0.64, -0.70, -0.03, 0.10, 0.64, 0.00, -0.22, 0.11, 0.11, -0.10, -0.69, 1.05, 0.06, 0.73, -0.65, 0.11, -0.10, -0.27, -0.04, -0.21, -0.07, 0.00, 0.11, 0.11, 0.73, 0.71, 0.13, 0.10, -0.08, 0.80, 0.80, -0.64, -0.53, -0.53, 1.65, 0.82, -0.29, 0.01, -0.02, -0.35, 0.11, -0.06, -0.27, 0.07], "lumo_ha": -0.042, "e_homo_ev": -8.372, "e_above_lowest_kcal_mol": 0.0}

---

{"formula": "C28H13Br4Cl2N2O5S3Ta", "method": "ωB97M-V with the def2-TZVPD basis set", "elements": ["H", "O", "Cl", "C", "C", "C", "H", "H", "C", "C", "Br", "Ta", "C", "H", "C", "O", "H", "C", "O", "C", "Cl", "H", "C", "C", "C", "C", "H", "C", "Br", "C", "H", "C", "C", "C", "C", "N", "H", "Br", "H", "H", "C", "C", "Br", "S", "C", "O", "N", "C", "C", "C", "O", "H", "S", "C", "H", "S", "C", "C"], "coordinates": [[-2.389594, -1.454301, -4.451938], [0.833040, 1.196867, 1.344937], [-5.630439, -1.597034, 0.139014], [3.623582, 0.120238, -0.992972], [1.422272, 4.119738, 3.440628], [5.963112, -0.029045, -0.715739], [6.649351, -1.602525, 0.562630], [-5.330084, -3.935309, 1.638610], [4.515459, -1.613009, 0.402938], [-1.369464, 2.863813, -2.269060], [-0.040638, 6.540399, 3.854331], [-0.645544, 0.690833, 0.057429], [-1.650202, -0.791001, -2.556666], [-3.480835, -4.775880, 3.062854], [-0.386504, 3.090565, 1.613929], [-1.172390, 2.446476, 0.740136], [-0.730205, -2.648399, -0.018708], [-2.167153, -1.847861, 2.066124], [1.627841, 1.949173, -1.246743], [-0.635857, 4.328856, 2.174137], [-0.717067, -0.892552, 2.233456], [-1.947356, 3.843814, -4.145846], [-4.427999, -3.354737, 1.770352], [-4.320167, -2.133288, 1.126406], [0.280999, 4.846947, 3.094004], [1.985198, -1.281117, 0.043183], [5.005789, 1.453495, -1.962096], [-2.021793, -3.087277, -3.100784], [3.166123, 1.814453, 3.272166], [-3.392616, -3.820545, 2.565164], [-1.486873, -4.459081, -1.519573], [-1.266818, 1.520386, -1.802944], [4.877526, 0.608190, -1.300141], [-3.178623, -1.328498, 1.253941], [0.752075, 2.358985, 1.964365], [-1.231870, -1.129337, -1.323263], [-1.139506, 3.724233, -1.657212], [-2.189073, 5.233716, 1.645541], [6.963868, 0.329533, -0.915532], [-2.337925, -3.853092, -3.796371], [-1.557192, -3.429364, -1.837885], [1.661137, 2.865709, 2.875826], [2.660536, 4.820010, 4.675844], [-3.082805, 0.240948, 0.494923], [-1.158809, -2.420472, -0.985112], [1.581754, -2.209404, 0.714771], [1.188596, -0.373489, -0.613632], [3.431468, -0.968114, -0.166633], [5.783082, -1.126121, 0.123036], [-1.792031, 2.955164, -3.555843], [1.933431, 0.232887, -2.979946], [4.358489, -2.462443, 1.053691], [-2.080754, 1.415132, -4.253926], [-1.630499, 0.635443, -2.798456], [-1.413487, -3.405616, 3.317473], [2.036361, 0.604084, -1.600243], [-2.056065, -1.757818, -3.469063], [-2.242854, -3.063358, 2.714491]], "forces_ev_per_a": [[-0.005, -0.013, -0.001], [0.111, -0.214, 0.100], [-0.081, -0.010, -0.044], [-0.111, 0.013, -0.015], [0.032, -0.013, 0.015], [0.000, 0.001, 0.001], [-0.002, -0.004, 0.002], [-0.002, -0.011, 0.002], [-0.087, -0.010, 0.013], [0.018, 0.117, 0.073], [-0.001, -0.014, -0.003], [-0.154, -0.507, 0.101], [-0.031, -0.133, 0.008], [0.006, -0.005, 0.008], [0.198, 0.001, 0.249], [0.067, 0.168, -0.234], [-0.003, 0.030, 0.006], [-0.170, 0.105, -0.151], [0.090, -0.031, -0.035], [0.073, -0.001, -0.020], [-0.003, -0.225, 0.030], [0.002, 0.018, 0.006], [-0.009, 0.008, 0.000], [0.158, 0.023, 0.050], [-0.054, 0.034, -0.028], [0.023, -0.509, 0.170], [0.012, 0.007, 0.005], [0.008, -0.006, 0.020], [0.018, -0.039, -0.014], [-0.039, -0.016, -0.022], [0.007, 0.001, 0.009], [0.121, -0.052, -0.353], [-0.058, 0.063, -0.079], [-0.017, -0.111, -0.013], [-0.296, 0.377, -0.003], [-0.010, -0.069, 0.077], [0.003, -0.002, -0.005], [-0.076, 0.022, -0.043], [0.000, 0.012, -0.003], [-0.004, -0.004, 0.000], [-0.011, 0.002, -0.030], [0.015, 0.035, 0.008], [-0.013, -0.019, -0.020], [0.151, 0.201, 0.253], [0.033, -0.025, -0.023], [0.006, 0.168, -0.007], [-0.333, -0.054, -0.198], [0.096, 0.102, 0.053], [0.056, -0.026, 0.011], [0.009, -0.048, -0.020], [0.029, -0.046, 0.013], [-0.005, 0.000, 0.005], [-0.006, -0.048, 0.034], [-0.002, 0.173, 0.112], [-0.004, -0.010, 0.005], [0.150, 0.531, -0.094], [0.004, 0.055, -0.021], [0.087, 0.012, 0.042]], "nbo_charge": [0.23, -0.78, 0.04, -0.22, -0.15, -0.18, 0.22, 0.23, -0.15, -0.20, 0.11, 2.09, 0.22, 0.23, 0.21, -0.72, 0.23, 0.02, -0.91, -0.15, 0.19, 0.24, -0.22, -0.04, -0.15, 0.69, 0.24, -0.15, 0.10, -0.21, 0.22, -0.48, -0.20, -0.25, 0.31, -0.49, 0.24, 0.12, 0.22, 0.23, -0.20, -0.17, 0.11, -0.05, 0.05, -0.59, -1.01, -0.15, -0.19, -0.39, -0.91, 0.24, 0.47, -0.23, 0.24, 2.31, -0.23, -0.24], "lumo_ha": -0.048, "e_homo_ev": -8.215, "e_above_lowest_kcal_mol": 11.5}